Below is a molecular structure, C8H16AlF4NO6PSV at a distorted geometry, with properties calculated with the ωB97M-V functional and the def2-TZVPD basis.

```
39
Properties=species:S:1:pos:R:3:mulliken_charge:R:1
C -1.6898 2.7351 -2.3090 -0.73
C -2.0793 1.1782 -2.1596 -0.08
O -2.0706 0.7711 -0.7875 -0.41
Al -0.4431 0.1361 -0.1947 -0.52
C -0.6613 -1.9096 0.1019 -0.34
C 0.4967 -2.3848 1.0911 0.06
O 0.2773 -2.4541 2.3070 -0.59
N 1.7604 -2.7550 0.4641 0.34
C 1.7973 -4.1948 0.0942 -0.94
C 2.9430 -2.3412 1.2642 -0.83
C -0.1357 0.9414 1.6781 0.92
F 1.1683 0.6327 2.1868 -0.25
F -1.0379 0.3366 2.6083 -0.30
C -0.2790 2.5174 1.7620 0.14
F -0.7506 2.8122 3.0992 -0.30
F -1.2326 3.0672 0.8753 -0.16
P 1.3910 0.5454 -1.5723 0.72
O 1.0465 1.2014 -3.1051 -0.46
O 2.3670 -0.8416 -1.8756 -0.43
S 2.5731 1.8436 -0.6795 -0.34
H -1.6174 2.9614 -3.4266 0.33
H -0.6312 2.8767 -1.9007 0.12
H -2.4291 3.4186 -1.7982 0.25
H -1.5050 0.5062 -2.8674 0.08
H -3.1739 1.1239 -2.4983 0.31
H -0.6545 -2.4845 -0.8779 0.41
H -1.6491 -2.0182 0.6629 0.33
H 2.5359 -4.2950 -0.7700 0.29
H 2.0849 -4.8764 0.9616 0.28
H 0.7740 -4.4513 -0.3395 0.31
H 2.9988 -2.8741 2.2622 0.31
H 3.8547 -2.4966 0.6091 0.33
H 2.8423 -1.2211 1.4517 0.17
H 0.6773 3.0990 1.6341 0.12
H 0.7980 0.4287 -3.6599 0.31
H 1.9114 -1.4416 -2.4998 0.31
O -4.3306 3.1328 1.0291 -0.69
V -4.0679 3.2959 2.7342 1.66
O -3.8594 3.4785 4.4443 -0.71
```

## Properties
- gap between HOMO and LUMO (eV) = 2.23
- net charge = 0
- lowest unoccupied orbital energy (eV) = -6.17
- total energy (Eh) = -3145.8220


Below is 2 unconnected molecules or ions with the total composition C8H16B2N3O6 at a distorted geometry, with properties calculated with the ωB97M-V functional and the def2-TZVPD basis.

```
35
Properties=species:S:1:pos:R:3:mulliken_charge:R:1
C -2.8779 0.0600 1.3554 -0.49
O -3.3759 -0.6676 0.1604 -0.42
B -2.6493 -1.9574 0.0720 0.48
O -3.3400 -3.2897 -0.0219 -0.47
C -0.9800 -1.8481 0.1365 0.27
C -0.1427 -2.6509 1.3423 -0.20
C 1.4662 -2.3586 1.2422 0.41
O 2.3933 -2.9454 2.2489 -0.50
B 1.8977 -2.3486 3.5395 0.76
O 1.2662 -3.1332 4.6245 -0.49
O 2.0417 -0.8652 3.6351 -0.53
C 2.0964 -1.4163 0.0753 -0.25
N 1.1877 -0.8026 -0.9187 -0.59
N -0.1426 -1.0311 -0.8036 0.30
H -1.8528 0.6091 1.1457 0.19
H -2.7371 -0.6169 2.3006 0.24
H -3.6609 0.8972 1.6455 0.26
H -3.5802 -3.5031 0.9486 0.35
H -0.6844 -3.3253 2.1368 0.27
H 0.2515 -3.1043 4.5054 0.30
H 1.1400 -0.5125 3.3179 0.32
H 3.2650 -1.2098 0.0198 0.39
H -0.7305 -0.5255 -1.5384 0.35
C -0.4204 3.9661 -2.5614 -1.28
C 0.4031 3.1658 -1.5912 0.80
O 0.1488 3.1331 -0.3897 -0.67
N 1.4628 2.4598 -2.0802 -0.12
C 1.9216 2.3693 -3.4463 -0.86
H -1.2277 4.4731 -2.0238 0.30
H 0.2015 4.7243 -3.0444 0.38
H -0.8662 3.3049 -3.3090 0.35
H 1.9681 1.9468 -1.3673 0.19
H 1.8943 1.3187 -3.7439 0.27
H 2.9533 2.7264 -3.4814 0.32
H 1.3093 2.9576 -4.1311 0.32
```

## Properties
- gap between HOMO and LUMO (eV) = 6.27
- net charge = +1
- lowest unoccupied orbital energy (eV) = -5.79
- total energy (Eh) = -979.5039


Below is 3 unconnected molecules or ions with the total composition C8H16BBr4F4O3PS, with properties calculated with the ωB97M-V functional and the def2-TZVPD basis.

```
38
Properties=species:S:1:pos:R:3:mulliken_charge:R:1
C 2.5861 -3.1104 2.6345 -1.28
C 1.4514 -2.7487 1.6432 0.68
F 1.9641 -1.9403 0.5939 -0.28
B 0.3239 -2.0137 2.4292 -0.45
C -0.6873 -2.8563 3.3367 -0.46
O -1.6145 -3.5511 2.4800 -0.37
C -2.5648 -2.8008 1.8916 0.89
F -3.4764 -3.5940 1.3715 -0.25
F -3.1679 -1.9380 2.7241 -0.23
F -2.0420 -2.0460 0.8768 -0.23
P 0.2300 -0.0992 2.3556 0.66
O -1.1754 0.4377 2.9391 -0.48
O 0.1659 0.4743 0.8627 -0.33
S 1.7503 0.4389 3.4095 -0.38
H 2.4496 -2.6555 3.6227 0.32
H 2.6843 -4.1918 2.7576 0.33
H 3.5140 -2.6995 2.2275 0.36
H 1.0833 -3.6640 1.1603 0.22
H -1.2088 -2.2590 4.0900 0.34
H -0.1463 -3.6441 3.8760 0.27
H -1.2388 0.2562 3.8890 0.33
H -0.2449 -0.1796 0.2733 0.35
Br 3.1861 1.3792 -0.5540 -0.14
C 1.9489 2.2260 -1.7863 -0.31
C 2.3206 2.0177 -3.2273 -0.06
Br 3.8209 3.1339 -3.7693 -0.15
H 1.9083 3.2773 -1.5197 0.45
H 0.9834 1.7684 -1.5844 -0.02
H 1.4954 2.3146 -3.8715 -0.17
H 2.6074 0.9916 -3.4353 0.39
Br -1.9127 2.9613 -1.8105 -0.08
C -2.7065 3.7817 -3.3832 -0.58
C -2.3115 3.0829 -4.6559 -0.58
Br -0.4790 3.4804 -5.1782 -0.14
H -2.4010 4.8230 -3.3763 0.36
H -3.7822 3.7149 -3.2386 0.33
H -2.9304 3.4287 -5.4807 0.34
H -2.3831 2.0034 -4.5734 0.37
```

## Properties
- gap between HOMO and LUMO (eV) = 8.53
- SMILES = C[C@H](F)B(COC(F)(F)F)P(O)(O)=S.BrCCBr.BrCCBr
- net charge = 0
- lowest unoccupied orbital energy (eV) = -0.61
- total energy (Eh) = -12000.1464


Below is a single C8H16BNO molecule at a distorted geometry, with properties calculated with the ωB97M-V functional and the def2-TZVPD basis.

```
27
Properties=species:S:1:pos:R:3:mulliken_charge:R:1
C -0.0374 -5.0020 -0.3838 -0.88
C 0.3832 -3.8163 -0.5936 -0.16
C -0.0763 -2.5736 -0.0639 -0.31
C 0.6594 -1.4844 0.1894 -0.08
C 0.0838 -0.3677 0.9689 -0.62
C 0.5948 1.1472 0.6371 -0.19
C 2.1485 1.4615 0.4283 -1.23
N 0.0042 1.5384 -0.6533 -0.23
B -1.1750 2.2661 -1.0683 0.29
C -2.2713 2.8514 -0.0486 -0.91
O -1.2404 2.5099 -2.4355 -0.64
H 0.2183 -5.7611 -1.0932 0.25
H -0.8394 -5.2785 0.2378 0.33
H 1.2730 -3.8430 -1.1844 0.25
H -1.0918 -2.6624 0.4942 0.20
H 1.6057 -1.2242 -0.2375 0.33
H -1.0080 -0.2800 0.7445 0.23
H 0.1851 -0.5700 2.0354 0.44
H 0.2771 1.7167 1.4062 0.54
H 2.6171 1.9935 1.2146 0.37
H 2.1326 2.1590 -0.3532 0.40
H 2.8214 0.5544 0.3280 0.25
H 0.6406 1.0972 -1.3630 0.27
H -3.1574 3.0549 -0.6767 0.24
H -2.0065 3.6972 0.5763 0.31
H -2.5541 1.9213 0.5500 0.25
H -1.9868 3.0309 -2.7645 0.31
```

## Properties
- gap between HOMO and LUMO (eV) = 9.23
- SMILES = C=C/C=C/C[C@@H](C)NB(C)O
- net charge = 0
- ΔE to the lowest compared entry with this formula, charge and spin (eV) = 1.7539
- lowest unoccupied orbital energy (eV) = 0.63
- total energy (Eh) = -469.2661


Below is a single C8H16BNO6 molecule at a distorted geometry, with properties calculated with the ωB97M-V functional and the def2-TZVPD basis.

```
32
Properties=species:S:1:pos:R:3:mulliken_charge:R:1
C 3.5527 -1.7484 -0.3504 -1.18
C 2.2449 -1.4825 -1.1191 -0.23
C 1.5319 -0.2682 -0.5320 -0.16
O 2.3365 0.8914 -0.6382 -0.50
O 0.3257 -0.0766 -1.2238 -0.40
C -0.7711 0.3354 -0.3967 0.27
C -2.0560 0.0806 -1.2082 -0.87
O -2.7754 -1.0718 -0.7746 -0.36
C -3.4443 -0.8848 0.4180 -0.35
O -3.5197 -2.1696 1.0884 -0.40
C -2.3464 -2.5525 1.4824 0.64
N -1.3407 -2.8112 1.9835 -0.48
B -0.6805 1.9137 -0.1250 0.74
O -0.4545 2.6882 -1.2169 -0.56
O -0.8608 2.4866 1.1222 -0.47
C 0.2666 2.3973 1.9937 -0.50
H 3.3670 -1.5811 0.7110 0.33
H 3.8566 -2.7860 -0.4681 0.37
H 4.3252 -1.0688 -0.6958 0.26
H 2.4571 -1.2139 -2.1565 0.28
H 1.5923 -2.3516 -1.0719 0.35
H 1.3646 -0.4241 0.5373 0.25
H 2.3234 1.1337 -1.5744 0.38
H -0.8144 -0.2460 0.5284 0.18
H -2.6972 0.9667 -1.2468 0.36
H -1.7313 -0.1309 -2.2238 0.33
H -2.9275 -0.1931 1.0901 0.40
H -4.4819 -0.5842 0.2730 0.32
H -0.3789 3.6197 -0.9729 0.32
H -0.0846 2.2198 3.0090 0.25
H 0.8392 3.3253 1.9851 0.26
H 0.9487 1.5873 1.7255 0.15
```

## Properties
- gap between HOMO and LUMO (eV) = 10.12
- SMILES = CC[C@@H](O)O[C@H](COCOC#N)B(O)OC
- net charge = 0
- ΔE to the lowest compared entry with this formula, charge and spin (eV) = 0.0000
- lowest unoccupied orbital energy (eV) = 0.43
- total energy (Eh) = -845.4945


Below is a molecular structure, C8H16Br2FN3O2S2V at a distorted geometry, with properties calculated with the ωB97M-V functional and the def2-TZVPD basis.

```
35
Properties=species:S:1:pos:R:3:lowdin_spin:R:1
V -0.3476 -0.8499 0.5101 1.02
C 1.1408 1.7702 0.8769 0.00
C 1.9089 0.9213 -0.1339 0.00
N 0.9602 0.0407 -0.8317 0.00
C 0.2768 0.6094 -2.0138 0.00
C -0.9060 1.4952 -1.6544 0.00
S -1.9695 0.7148 -0.3735 -0.02
C -1.9355 1.9772 0.9485 0.00
C -0.9825 1.6004 2.0807 0.00
N 0.1900 0.8779 1.5590 -0.01
H 0.5863 2.5620 0.3724 0.00
H 1.8417 2.2414 1.5758 0.00
H 2.6195 0.2753 0.3962 0.00
H 2.4716 1.5636 -0.8211 0.00
H 1.5166 -0.7299 -1.2128 0.00
H -0.0723 -0.2287 -2.6262 0.00
H 0.9765 1.1965 -2.6232 0.00
H -1.5443 1.6404 -2.5300 0.00
H -0.5946 2.4780 -1.3054 0.00
H -2.9597 2.0386 1.3254 0.00
H -1.6878 2.9351 0.4876 0.00
H -1.5064 0.9526 2.7865 0.00
H -0.6763 2.5053 2.6243 0.00
H 0.6699 0.4994 2.3791 0.00
Br 1.6882 -2.1483 2.3008 0.00
C 2.1625 -3.7492 1.3149 0.00
Br 2.3337 -3.2741 -0.5354 0.00
H 1.3522 -4.4687 1.4171 0.00
H 3.1148 -4.1339 1.6813 0.00
O -0.5693 -1.9480 -0.6050 -0.04
O -0.6475 -2.5638 -1.7915 -0.01
S -2.1550 -3.2548 -2.2059 0.00
C -2.8335 -1.7490 -2.5690 0.00
N -3.1531 -0.6581 -2.7225 0.00
F -1.2683 -1.1397 1.9202 0.05
```

## Properties
- multiplicity = 2
- gap between HOMO and LUMO (spin up / spin down) (eV) = 8.49 / 8.89
- net charge = +2
- ΔE to the lowest compared entry with this formula, charge and spin (eV) = 0.8922
- expectation value of S² = 0.76
- lowest unoccupied orbital energy (spin up / spin down) (eV) = -8.39 / -7.98
- total energy (Eh) = -7616.7798


Below is a molecular structure, C8H16Br2FN3O2S2V, with properties calculated with the ωB97M-V functional and the def2-TZVPD basis.

```
35
Properties=species:S:1:pos:R:3:lowdin_spin:R:1
V 0.1740 -0.0369 -0.1100 1.06
C 2.7590 -1.6127 -0.0060 0.00
C 2.8353 -0.8790 1.3191 0.00
N 1.7271 0.1225 1.4098 -0.01
C 1.0978 0.1287 2.7692 0.00
C 0.1878 -1.0713 2.9754 0.00
S -1.0001 -1.2399 1.5946 -0.01
C -0.6406 -2.8844 0.9062 0.00
C 0.8126 -3.0420 0.5033 0.00
N 1.3264 -1.8790 -0.2884 -0.01
H 3.3354 -2.5390 0.0270 0.00
H 3.1625 -1.0120 -0.8193 0.00
H 3.8013 -0.3920 1.4444 0.00
H 2.7255 -1.5734 2.1501 0.00
H 2.1283 1.0516 1.2823 0.00
H 0.5290 1.0481 2.8642 0.00
H 1.8759 0.1363 3.5352 0.00
H -0.4059 -0.9284 3.8776 0.00
H 0.7310 -2.0096 3.0701 0.00
H -1.3212 -2.9694 0.0592 0.00
H -0.9271 -3.6341 1.6438 0.00
H 0.9370 -3.9601 -0.0729 0.00
H 1.4402 -3.1436 1.3861 0.00
H 1.2225 -2.1068 -1.2757 0.00
Br 1.6809 0.9227 -2.0870 0.00
C 0.4030 1.4574 -3.5278 0.01
Br -1.2371 2.0810 -2.8272 0.00
H 0.2696 0.5610 -4.1190 0.00
H 0.9320 2.2457 -4.0494 0.00
O -0.2698 1.5282 0.6031 -0.05
O -1.6763 1.8774 0.4595 0.00
S -2.1116 2.9187 1.6623 0.00
C -2.1859 1.7744 2.9149 0.00
N -2.1306 0.9450 3.7125 0.00
F -0.8663 -0.8566 -1.2316 0.02
```

## Properties
- multiplicity = 2
- gap between HOMO and LUMO (spin up / spin down) (eV) = 7.42 / 8.02
- net charge = +2
- ΔE to the lowest compared entry with this formula, charge and spin (eV) = 0.0000
- expectation value of S² = 0.77
- lowest unoccupied orbital energy (spin up / spin down) (eV) = -9.05 / -8.48
- total energy (Eh) = -7616.8126